Entry 1:
121
Properties=species:S:1:pos:R:3 method="wB97M-V/def2-TZVPD" mol_weight_g_mol=1051.38 e_tot_ha=-5819.91692 fmax_ev_per_a=3.3 charge=+1 homo_lumo_gap_ev="5.8 / 2.3" spin_multiplicity=2 s2=0.762
C -23.46248 -7.93678 24.85143
C -23.44585 -8.40618 23.38521
C -22.63298 -9.72340 23.14799
N -22.93487 -10.25946 21.74923
C -24.38856 -10.83879 21.64096
C -24.54276 -11.83617 20.45818
C -23.44168 -12.86633 20.40123
C -22.08999 -12.26794 20.45652
C -21.90207 -11.45774 21.72333
C -22.65127 -9.18186 20.64669
H -24.03996 -8.54250 25.54979
H -23.78033 -6.91652 25.06625
H -22.40013 -7.90878 25.09377
H -22.97053 -7.58946 22.84195
H -24.46811 -8.43686 23.00817
H -23.05409 -10.41976 23.87315
H -21.55954 -9.57274 23.26257
H -24.56850 -11.42803 22.54014
H -25.13879 -10.04807 21.64619
H -25.57788 -12.17676 20.43357
H -24.50009 -11.33031 19.49361
H -23.44327 -13.57039 21.23332
H -23.54272 -13.51670 19.53237
H -21.28658 -13.00383 20.42354
H -21.99017 -11.60114 19.60007
H -21.97248 -12.06474 22.62594
H -20.88400 -11.07164 21.77390
H -22.81959 -9.59002 19.65011
H -21.60866 -8.89091 20.77484
H -23.23125 -8.26207 20.72214
Cu -21.49709 -6.16513 14.89821
P -19.96615 -7.39961 18.12225
F -20.05741 -6.13457 17.12162
F -18.73807 -6.72853 18.96428
F -21.11087 -6.87686 19.15928
F -19.67577 -8.68216 19.09346
F -21.25259 -8.08798 17.37175
F -18.91308 -8.06823 17.03041
P -25.51987 -8.47202 17.46961
F -25.13099 -8.79667 18.99549
F -23.94612 -8.35750 17.25185
F -25.39760 -9.98996 17.07986
F -25.65751 -7.97266 15.88648
F -27.10525 -8.56600 17.61396
F -25.59620 -6.87410 17.91594
N -16.51962 -8.69686 18.53807
C -15.21320 -8.57538 18.09114
C -14.48050 -9.63321 18.66129
C -15.39357 -10.46861 19.31974
C -16.61895 -9.86332 19.25826
H -17.17176 -7.92965 18.45933
H -14.88514 -7.73185 17.50187
H -13.42185 -9.80283 18.53130
H -15.10979 -11.38023 19.82453
H -17.48936 -10.01643 19.87901
N -23.96263 -5.63539 16.08690
C -23.03497 -5.18274 16.95624
C -22.50409 -4.02032 16.42716
C -22.98649 -3.94909 15.09428
C -23.95399 -4.87653 14.97147
H -24.56978 -6.41673 16.28926
H -22.85523 -5.70303 17.88543
H -21.81704 -3.36868 16.94650
H -22.70356 -3.24219 14.32835
H -24.64972 -5.05322 14.16455
N -20.78031 -10.66154 15.97617
C -20.83797 -11.50795 14.88088
C -21.96734 -12.27625 14.91825
C -22.69689 -11.87761 15.99088
C -21.96060 -10.83496 16.60391
H -19.99658 -10.08700 16.25140
H -20.00389 -11.57837 14.19842
H -22.22495 -13.02982 14.18877
H -23.60069 -12.40902 16.25002
H -22.16647 -10.31116 17.52567
N -17.66800 -6.06022 22.88012
C -17.87301 -6.22463 24.22530
C -19.26426 -6.37780 24.46637
C -19.85186 -6.51787 23.22367
C -18.84704 -6.31741 22.25067
H -16.77465 -5.81444 22.47812
H -17.04102 -5.97102 24.86552
H -19.84258 -6.24872 25.36930
H -20.87510 -6.78067 22.99938
H -18.94698 -6.35865 21.17609
N -24.71627 -4.57843 22.83804
C -23.36094 -4.84806 22.77209
C -23.16889 -5.38417 21.51055
C -24.41128 -5.48625 20.83498
C -25.32824 -4.95917 21.68594
H -25.25224 -4.09902 23.54725
H -22.72777 -4.41802 23.53404
H -22.27718 -5.76802 21.03736
H -24.59626 -5.85015 19.83510
H -26.40265 -4.94236 21.57751
C -15.93745 -5.15923 17.92835
C -14.51754 -5.12879 17.96680
C -13.73268 -4.61558 16.89208
C -14.42451 -3.99380 15.82528
C -15.84605 -3.99011 15.84185
C -16.55214 -4.59657 16.85182
H -16.47991 -5.55631 18.77362
H -13.97191 -5.55955 18.79332
H -12.65561 -4.68883 16.92309
H -13.94695 -3.58152 14.94873
H -16.45573 -3.52633 15.08052
H -17.62689 -4.52036 16.77761
C -18.80299 -2.97347 19.86311
C -20.15861 -2.94051 19.22964
O -21.03872 -2.53807 20.28688
C -22.18102 -2.08139 19.91689
O -22.68561 -2.13604 18.79870
C -22.98044 -1.54022 21.12601
F -22.29197 -1.54313 22.26075
F -23.36059 -0.28876 20.83292
F -24.10428 -2.27057 21.19934
H -18.89824 -3.82792 20.53313
H -18.52642 -2.05913 20.38809
H -18.09068 -3.27336 19.09448
H -20.43713 -3.93528 18.88187
H -20.14515 -2.21057 18.42026

Entry 2:
65
Properties=species:S:1:pos:R:3 method="wB97M-V/def2-TZVPD" mol_weight_g_mol=421.61 e_tot_ha=-1272.19977 relative_energy_kcal_mol=30.2 fmax_ev_per_a=3.1 charge=+1 homo_lumo_gap_ev=5.9 smiles="Cc1ccc([C@H](CC(c2ccccc2)=[N+]2CCCCC2)c2cn(C)c3ccccc23)cc1" spin_multiplicity=1
C 0.97114 4.18112 -0.36990
C 0.66428 2.81080 -0.97989
C -0.39543 2.04304 -0.14825
N -0.23154 1.95109 1.27166
C -1.07702 1.12638 1.97939
C -2.36808 0.36873 1.32389
C -1.03048 1.31659 3.46423
C 0.10768 0.99639 4.27746
C 0.10524 1.24583 5.65243
C -0.94748 1.91919 6.27865
C -2.05089 2.27476 5.49671
C -2.10754 1.98298 4.13116
C 0.46989 3.14573 1.91190
C 1.40939 4.01218 1.03864
H 1.70717 4.70168 -0.98881
H 0.05845 4.76502 -0.40612
H 0.27504 2.92220 -1.99766
H 1.57355 2.20830 -1.04153
H -1.35578 2.54046 -0.36420
H -0.43774 1.02905 -0.56541
H -3.10142 1.12624 1.56280
H -2.23638 0.38529 0.25752
H 0.99441 0.52852 3.81451
H 0.94953 0.93732 6.25941
H -0.91371 2.17759 7.34501
H -2.87866 2.80856 5.95095
H -2.98379 2.30602 3.55457
H -0.28437 3.83399 2.28614
H 1.01337 2.82960 2.82379
H 2.41323 3.57528 1.06476
H 1.51899 4.98916 1.48799
C -2.91368 -3.55407 -2.97670
N -3.45126 -2.96202 -1.74468
C -2.72161 -2.16778 -0.86233
C -3.48933 -1.86457 0.27120
C -3.09459 -0.98254 1.57263
C -4.41652 -0.64367 2.29851
C -5.41871 0.09120 1.62576
C -6.46643 0.65326 2.34182
C -6.60731 0.40179 3.71860
C -7.77474 1.03818 4.47446
C -5.67602 -0.38860 4.34350
C -4.63602 -0.94735 3.62680
C -4.76572 -2.62210 0.06432
C -5.89257 -2.86746 0.84996
C -6.96056 -3.62100 0.35545
C -6.88031 -4.21499 -0.90127
C -5.74372 -4.04639 -1.71845
C -4.71677 -3.24293 -1.22295
H -3.70611 -4.04238 -3.54909
H -2.46357 -2.79512 -3.63527
H -2.14987 -4.31674 -2.77443
H -1.67429 -2.00572 -1.05127
H -2.57476 -1.68902 2.23875
H -5.32957 0.23630 0.56680
H -7.14803 1.29993 1.82570
H -7.54865 1.14562 5.54171
H -7.95831 2.05774 4.11775
H -8.72542 0.49939 4.38611
H -5.75370 -0.55139 5.40151
H -3.94945 -1.58930 4.16547
H -5.95981 -2.53600 1.87807
H -7.83070 -3.78255 0.97235
H -7.71261 -4.82203 -1.23687
H -5.71124 -4.51846 -2.69412

Entry 3:
12
Properties=species:S:1:pos:R:3 method="wB97M-V/def2-TZVPD" mol_weight_g_mol=200.99 e_tot_ha=-558.06769 relative_energy_kcal_mol=27.8 fmax_ev_per_a=3.8 charge=+1 homo_lumo_gap_ev=9.3 spin_multiplicity=1
C -1.23368 1.09411 -0.39151
N -1.23711 -0.18114 -0.25055
N -1.16893 -1.30057 0.31859
N -0.05450 -1.78602 0.60199
N -1.13476 1.96129 0.59587
I 3.47012 -0.40022 -0.64514
H -1.03991 1.51597 -1.38618
H 0.86816 -1.30180 0.18133
H -0.23620 -2.70549 0.93528
H -1.05052 1.57206 1.54142
H 3.63450 -1.42369 -1.92810
H -0.81717 2.95550 0.42700

Entry 4:
4
Properties=species:S:1:pos:R:3 method="wB97M-V/def2-TZVPD" mol_weight_g_mol=187.82 e_tot_ha=-5261.28424 relative_energy_kcal_mol=52.7 fmax_ev_per_a=10.6 charge=0 homo_lumo_gap_ev=9.5 spin_multiplicity=1
C 0.00817 -0.08881 -0.03103
O 0.11258 -1.55516 0.08761
Br -1.66493 0.84044 -0.02862
Br 1.54418 0.80353 -0.02796

Entry 5:
16
Properties=species:S:1:pos:R:3 method="wB97M-V/def2-TZVPD" mol_weight_g_mol=97.14 e_tot_ha=-308.81540 relative_energy_kcal_mol=82.2 fmax_ev_per_a=4.4 charge=+1 homo_lumo_gap_ev=10.6 spin_multiplicity=1
C -1.13543 -0.47626 -0.99359
C -0.15002 1.29853 0.32051
C 0.13471 -0.97265 1.04646
C -0.83287 -0.04684 0.47951
C 1.12531 -0.36212 -1.10327
C 1.16510 0.81492 -0.13292
O 1.32825 -0.56188 0.27868
H -1.41337 -1.49785 -1.36499
H -1.61089 0.23006 -1.66333
H -0.71288 1.88650 -0.42064
H -0.14277 1.77532 1.34991
H 0.29201 -0.68409 2.07728
H -0.15505 -2.01236 0.99264
H -1.75934 -0.00763 1.01286
H 1.87885 -0.74032 -1.92254
H 1.98839 1.35666 0.04344

Entry 6:
47
Properties=species:S:1:pos:R:3 method="wB97M-V/def2-TZVPD" mol_weight_g_mol=346.39 e_tot_ha=-1180.37132 relative_energy_kcal_mol=470.3 fmax_ev_per_a=18.0 charge=0 homo_lumo_gap_ev=8.7 spin_multiplicity=1
C -4.79737 -2.31854 -0.17870
C -5.45736 -1.67944 0.88256
H -4.83128 -1.58218 1.75841
C -5.96320 -0.26331 0.53599
N -4.83850 0.41537 0.13794
C -4.64000 0.93942 -0.88942
O -5.40789 0.88829 -1.73403
N -3.30099 1.60682 -1.22048
C -2.29621 1.58379 -0.32449
O -2.28617 1.18106 0.92618
C -0.95664 2.18888 -0.80495
N -0.00668 1.16015 -0.44775
C 1.20353 1.20714 0.30334
O 1.57263 2.58995 0.71741
C 1.80906 0.04258 0.70937
N 0.83280 -0.92751 0.37743
C -0.09788 -0.48292 -0.33592
O -1.11703 -0.89418 -0.83967
H 1.02578 -1.76919 0.40756
C 3.18949 0.01690 0.37395
C 3.52310 -1.02795 -0.73660
C 4.73832 -0.99162 -0.99633
C 5.81237 -0.04541 -0.72247
C 5.39063 0.89423 0.28631
C 4.17143 1.08156 0.38319
H 3.98945 1.73449 1.28608
H 6.19487 1.39901 0.40407
C 7.24823 -0.05531 -1.35746
H 7.27870 -1.14608 -1.81623
H 7.97284 -0.25546 -0.44418
H 7.41788 0.76683 -1.99766
H 5.07969 -1.89609 -1.97693
H 2.87068 -1.71146 -0.94523
C 1.81145 -0.18467 2.34351
H 2.33807 0.71671 2.79835
H 2.36473 -0.77928 2.70109
H 0.84083 -0.04310 2.57341
H -0.62314 3.00130 -0.18567
H -0.93674 2.03404 -1.90014
H -3.22412 1.99149 -1.96066
H -4.03373 0.53058 1.13503
H -6.71058 0.27280 1.64268
H -6.74651 -0.24694 -0.29931
H -6.56505 -2.38246 1.12690
H -5.53566 -2.20645 -1.25236
H -3.74187 -1.88154 -0.44667
H -4.56194 -3.47228 0.00256

Entry 7:
59
Properties=species:S:1:pos:R:3 method="wB97M-V/def2-TZVPD" mol_weight_g_mol=684.64 e_tot_ha=-4801.27079 fmax_ev_per_a=7.4 charge=+3 homo_lumo_gap_ev=1.9 spin_multiplicity=1
O 0.19968 5.72251 -2.31417
C 0.57086 4.92423 -3.31812
O 1.05284 5.53940 -4.56501
C 0.58185 3.26273 -3.26308
N 1.63499 2.69223 -4.18828
P 3.27725 2.75237 -3.49975
O 4.28950 3.63885 -4.64773
O 3.97147 1.15063 -3.33526
S 3.41931 3.61745 -1.76369
C -0.88607 2.80529 -3.92156
F -1.09192 1.32689 -3.84513
F -0.92226 3.18344 -5.38422
C -2.16468 3.60488 -3.23889
F -2.01372 3.76098 -1.75379
F -3.45704 2.85723 -3.45816
H 0.59074 2.83231 -2.17449
H 1.38494 1.70684 -4.42362
H 4.24414 4.61407 -4.42016
H 4.65036 1.26256 -2.58620
H -2.25401 4.71203 -3.66837
Li 3.24296 5.68740 -2.89943
Ca 6.24296 1.78740 -2.08515
C 2.00542 -0.18673 -1.26824
Si 0.50655 -1.10932 -0.56980
C -0.26762 -2.03771 -2.00126
C -0.69731 0.20201 0.02462
N 1.04399 -2.16108 0.71064
Si -0.09295 -3.16272 1.57534
C -0.95990 -4.40126 0.46481
C -1.38687 -2.16283 2.49448
C 0.84064 -4.16678 2.88034
H 1.68803 0.48220 -2.07354
H 2.48940 0.41587 -0.49347
H 2.73846 -0.89004 -1.67553
H -0.39078 -1.37103 -2.85918
H -1.25646 -2.42323 -1.74562
H 0.36577 -2.87377 -2.31291
H -0.31763 0.70589 0.91960
H -1.67773 -0.22179 0.25065
H -0.84215 0.95930 -0.75146
H -1.69104 -3.91919 -0.18766
H -1.50028 -5.13501 1.07028
H -0.23848 -4.94226 -0.15530
H -0.92028 -1.36751 3.08418
H -1.94309 -2.80875 3.18146
H -2.11182 -1.71492 1.81302
H 1.34265 -3.50502 3.59457
H 1.59153 -4.81026 2.40996
H 0.14193 -4.80256 3.43467
N -2.89030 -0.83614 5.96981
S -4.21175 -0.69520 6.80696
O -4.16056 0.12541 8.01225
O -5.11079 -1.84228 6.85233
F -5.03838 0.27569 5.83573
S -1.81745 -1.70091 6.72675
O -0.47252 -1.59776 6.16212
O -2.18700 -3.04785 7.14546
F -1.62460 -0.94570 8.11864
Al 2.48921 -5.76842 1.30955

Entry 8:
20
Properties=species:S:1:pos:R:3 method="wB97M-V/def2-TZVPD" mol_weight_g_mol=123.22 e_tot_ha=-688.18469 relative_energy_kcal_mol=128.0 fmax_ev_per_a=2.7 charge=0 homo_lumo_gap_ev=6.1 spin_multiplicity=1
C -0.37939 -2.15241 0.85761
C 0.00231 -1.00116 -0.07552
C -1.07839 0.04371 -0.28628
C -0.20521 1.28906 -0.14433
S 0.35528 1.34836 1.49917
N 0.58610 -1.31405 -1.23247
H -0.76122 -1.79926 1.80272
H 0.41817 -2.87811 0.90146
H -1.18062 -2.65066 0.31188
H 1.13558 3.80388 4.10747
H -1.46724 -0.05395 -1.31170
H -1.82320 0.00043 0.52825
H 0.65094 1.13621 -0.82800
H -0.71197 2.20421 -0.48956
H 1.21334 3.06933 4.08848
H 0.88210 -0.46043 0.52547
H 1.50664 -1.70640 -1.01009
H -0.02725 0.45751 -3.78919
H 0.52344 -0.07311 -2.48278
O 0.36058 0.73685 -2.97260